[1]
Formula: C17H21Cl2NO4S2Tc
Source: OMol25
Level of theory: ωB97M-V with the def2-TZVPD basis set

Summary:
Highest occupied orbital energy (alpha / beta) (eV): -0.5 / -1.3
Maximum force (eV/Å): 3.38
LUMO energy (alpha / beta) (eV): 4.778 / 4.777
<S²>: 3.81
Orbital gap (alpha / beta) (eV): 5.25 / 6.08

The geometry in ORCA input format:
```
! wB97M-V def2-TZVPD RIJCOSX def2/J DEFGRID3
* xyz -2 4
C 1.21649 -0.25350 -2.67428
C 1.27415 1.06172 -2.18843
C -0.03870 1.52839 -1.93425
C 2.49751 1.87607 -2.05745
C -0.97114 0.44602 -2.19737
C -0.19588 -0.64932 -2.80363
C -0.69146 -1.41391 -3.97878
C 2.36913 -1.04697 -3.14040
C -0.40512 2.91462 -1.62193
C -2.41368 0.67706 -2.49611
Tc -0.49544 -1.19783 -0.87659
Cl 1.86315 2.61633 1.45555
Cl 1.67820 -1.57958 0.00031
O -2.31258 -1.33748 -0.37115
H 3.36400 1.22418 -1.92656
H 2.44405 2.53067 -1.17700
H 2.65300 2.46508 -2.97328
H 0.17751 3.29585 -0.77598
H -1.46643 3.01559 -1.38864
H -0.19848 3.53843 -2.50215
H -2.77784 1.47803 -1.84467
H -3.00982 -0.21593 -2.27798
H -2.56804 0.95543 -3.55321
H -1.75515 -1.60530 -3.89399
H -0.17969 -2.37423 -4.09255
H -0.53084 -0.82003 -4.89125
H 3.23842 -0.92304 -2.48906
H 2.65370 -0.76159 -4.16075
H 2.12025 -2.11239 -3.14187
H -2.31288 -1.59811 0.58599
O -0.41108 -2.99629 -1.44786
H -0.05169 -3.66331 -0.85141
O -0.11506 -3.45039 3.38040
S -1.08197 -2.38329 3.39985
O -2.45475 -2.68106 3.74844
N -1.01051 -1.47258 1.97190
C -0.61856 -0.22018 2.16694
S -0.22214 0.63393 0.76460
C -0.38403 0.16065 3.53881
C 0.03472 1.38153 4.08684
C 0.33379 1.44086 5.44806
C 0.27555 0.28894 6.24009
C -0.16526 -0.92276 5.69082
C -0.49929 -0.97804 4.34490
H 0.18343 2.23873 3.42096
H 0.62680 2.39640 5.90229
H 0.57564 0.32969 7.29738
H -0.24196 -1.83708 6.28445
*
```

[2]
Formula: C21H42N2O3PPtS
Source: OMol25
Level of theory: ωB97M-V with the def2-TZVPD basis set

Summary:
Highest occupied orbital energy (alpha / beta) (eV): -11.1 / -12.2
Maximum force (eV/Å): 3.22
Relative energy (zero: lowest compared OMol25 entry of this formula, charge and spin) (kcal per mole): 0.0
LUMO energy (alpha / beta) (eV): -2.576 / -3.998
<S²>: 2.01
Orbital gap (alpha / beta) (eV): 8.51 / 8.25

The geometry in ORCA input format:
```
! wB97M-V def2-TZVPD RIJCOSX def2/J DEFGRID3
* xyz 1 3
Pt -0.03237 -2.06392 0.58226
N -0.13602 -3.55442 -1.15574
N 1.17091 -3.82070 -1.58082
C 2.28078 -3.14842 -1.04094
O 3.40599 -3.27173 -1.55969
O 2.02480 -2.41481 0.08392
H -0.58378 -4.38626 -0.74457
H -0.73357 -3.13207 -1.88324
H 1.29663 -4.24672 -2.50186
O -0.14170 -0.46378 -0.96147
P -0.02807 1.06922 -0.57978
C 1.23315 1.16955 0.80479
C 1.14367 0.23073 1.99806
C 0.42942 0.66846 3.25973
C 0.85708 2.08832 3.65513
C 0.72282 3.06273 2.47539
C 1.57707 2.60808 1.29005
C -1.72044 1.78776 -0.29433
C -2.67365 1.46931 -1.48285
C -3.87077 0.58911 -1.07816
C -3.39207 -0.64243 -0.25865
C -2.68472 -0.19138 1.02237
C -2.33737 1.30098 1.02663
C 0.75877 2.12590 -1.91357
C -0.02065 2.21270 -3.23336
C -0.03145 0.87988 -3.99476
C 1.40807 0.42532 -4.30455
C 2.24235 0.33540 -3.01061
C 2.20964 1.67820 -2.26114
H 2.14712 0.82666 0.26931
H 2.18598 -0.06301 2.25460
H 0.63738 -0.74581 1.71350
H 0.68046 -0.06142 4.05058
H -0.67037 0.60125 3.15182
H 1.92135 2.06126 3.97583
H 0.29949 2.46002 4.52854
H 1.01124 4.07758 2.77997
H -0.33939 3.16444 2.18553
H 2.64258 2.56852 1.60751
H 1.54772 3.35777 0.48423
H -1.56466 2.88234 -0.22500
H -2.16178 0.92759 -2.29343
H -2.99650 2.42144 -1.96106
H -4.40956 0.26722 -1.98004
H -4.58383 1.19280 -0.47848
H -2.72487 -1.26561 -0.88950
H -4.24261 -1.30653 -0.01229
H -1.74989 -0.81456 1.11980
H -3.27583 -0.44506 1.91866
H -1.69474 1.55431 1.88996
H -3.26743 1.88677 1.17464
H 0.81821 3.14623 -1.48780
H 0.49356 2.96711 -3.86046
H -1.03327 2.63497 -3.09229
H -0.59993 0.97633 -4.93212
H -0.53860 0.07033 -3.42604
H 1.90394 1.14197 -4.99725
H 1.40488 -0.54162 -4.83676
H 3.28059 0.06751 -3.24943
H 1.88765 -0.49542 -2.37906
H 2.63721 2.46365 -2.92132
H 2.87130 1.68626 -1.38420
C -1.02354 -3.59341 3.43105
S 0.17298 -3.91634 2.12182
C 1.72071 -3.51723 2.98014
H -0.77284 -4.22129 4.29604
H -2.00945 -3.88342 3.03514
H -1.04126 -2.53060 3.70237
H 1.66539 -2.54539 3.49768
H 2.48059 -3.49257 2.17339
H 1.91553 -4.33008 3.70620
*
```

[3]
Formula: C5H9NO
Source: OMol25
Level of theory: ωB97M-V with the def2-TZVPD basis set

Summary:
Highest occupied orbital energy (eV): -8.4
Maximum force (eV/Å): 0.55
Relative energy (zero: lowest compared OMol25 entry of this formula, charge and spin) (kcal per mole): 119.6
LUMO energy (eV): 0.983
Orbital gap (eV): 9.40

The geometry in ORCA input format:
```
! wB97M-V def2-TZVPD RIJCOSX def2/J DEFGRID3
* xyz 0 1
C -1.13249 -1.45492 -0.27108
C -0.14227 -0.86641 0.68460
N 0.43539 -1.44524 1.61937
O -1.08998 0.71918 0.97498
C 0.09004 1.16210 0.65455
C 0.48745 1.76738 -0.61775
C 0.97401 0.30797 -0.57894
H -1.94665 -1.87420 0.32425
H -1.54218 -0.70514 -0.94367
H -0.64488 -2.25711 -0.83515
H 1.10526 -0.96495 2.20278
H 0.85146 1.25870 1.44640
H -0.32512 1.94939 -1.31807
H 1.25925 2.53473 -0.60793
H 0.65520 -0.27248 -1.43831
H 2.01670 0.15432 -0.31279
*
```

[4]
Formula: C3H10N3O2
Source: OMol25
Level of theory: ωB97M-V with the def2-TZVPD basis set

Summary:
Highest occupied orbital energy (eV): -13.9
Maximum force (eV/Å): 5.55
Relative energy (zero: lowest compared OMol25 entry of this formula, charge and spin) (kcal per mole): 129.2
LUMO energy (eV): -7.002
Orbital gap (eV): 6.87

The geometry in ORCA input format:
```
! wB97M-V def2-TZVPD RIJCOSX def2/J DEFGRID3
* xyz 1 1
O 0.90419 -2.06502 0.90730
C 0.29220 -1.78743 -0.08678
O 0.77467 -2.03455 -1.31446
C -1.15378 -1.36405 -0.12645
H 1.61309 -2.50208 -1.17294
H -1.71122 -2.24112 -0.45234
H -1.24023 -0.59972 -0.89953
H -1.45769 -0.99734 0.85317
N 0.86379 0.77038 -0.41891
C -0.25894 1.80153 -0.04427
N -1.58143 1.68059 0.21341
N 0.34429 2.74989 0.85153
H 1.35562 1.59346 -0.80110
H 1.09537 0.77533 0.58743
H -2.05260 2.43071 -0.31304
H -1.92265 0.78335 -0.14754
H -0.22652 3.59735 0.73597
H 0.03456 2.38381 1.75759
*
```

Among the records above, which one has the lowest maximum force?
C5H9NO